1.
The following is a quantum chemistry calculation of a structure of composition C18H21P2Re at a distorted geometry, from the Open Molecules 2025 dataset.

Structure (ORCA input):
```
! wB97M-V def2-TZVPD RIJCOSX def2/J DEFGRID3
* xyz 1 4
C 2.38744 -0.59724 -0.15250
C 0.06122 -1.52134 1.22249
C 1.30517 3.41855 1.79439
C 0.36309 -1.75349 -2.87972
H -0.02971 4.55847 3.06168
H 1.45233 -1.02405 2.80133
H 2.90642 -0.44462 0.80066
C -1.08444 -3.30220 3.04040
C 1.03833 -0.57745 -3.36390
H -2.11471 -0.14470 -4.52688
H 2.79755 0.06382 -0.92704
C -0.88873 2.66228 2.48005
H -1.76006 -2.43788 -3.13417
C -0.70235 1.47431 1.77388
H 0.40887 -2.59610 4.43963
C 0.07251 0.20594 -4.11800
C -1.57104 -3.22739 1.73235
H 0.81176 -2.55797 -2.31354
C -0.97339 -2.36751 0.81502
H 2.50253 -1.63819 -0.47896
H 2.08723 4.17747 1.80094
C -1.00845 -1.68284 -3.31026
H -1.55569 -3.97864 3.75131
H -1.82419 2.82413 3.01542
H 2.08757 -0.34074 -3.24876
P -1.31466 2.23451 -1.85914
H -2.40318 -3.85046 1.41306
H 2.41303 2.08172 0.50583
C 0.11932 3.63323 2.50170
C 0.01138 -2.52287 3.42627
C 0.59297 -1.63502 2.51344
C -1.18799 -0.48232 -4.07569
P 0.64025 -0.24243 0.04555
Re -0.51950 0.03395 -2.09326
H -1.30802 -2.33246 -0.22154
H -0.40402 3.23176 -1.42225
H -1.78365 2.85095 -3.06296
C 1.49076 2.23997 1.06763
H -1.47650 0.70468 1.78103
H 0.29044 1.11974 -4.65132
C 0.49261 1.26037 1.07090
H -2.42251 2.48204 -1.01506
*
```

Properties
HOMO-LUMO gap (alpha / beta): 8.0262 / 6.7907 eV
F_max: 5.024 eV Å⁻¹
expectation value of S²: 3.765
highest occupied orbital energy (alpha / beta): -10.2 / -11.5 eV
relative energy (zero: lowest compared OMol25 entry of this formula, charge and spin): 0.0 kcal per mole
energy: -1459.175191 Ha

***

2.
The following is a quantum chemistry calculation of a structure of composition F8KN4NaO16S8 at a distorted geometry, from the Open Molecules 2025 dataset.

Structure (ORCA input):
```
! wB97M-V def2-TZVPD RIJCOSX def2/J DEFGRID3
* xyz -2 1
S 0.47317 3.25394 0.58395
O 0.24577 4.03187 1.74879
O 4.10727 -2.00941 1.17423
O 0.97068 -2.35631 -3.97312
S -0.03129 0.40050 -3.55800
O -6.54077 0.71555 0.31639
O 2.28042 2.56331 3.01612
O 2.04053 -0.77675 3.61803
O 0.99723 -1.51924 1.50251
F -2.75915 1.75328 -1.59736
N 0.37288 -0.47479 -2.29621
O -1.32269 -2.38805 -3.02237
O 0.94974 0.57787 -4.58175
F -6.63583 -0.99408 -1.27753
F 4.54405 -4.12260 2.24865
F 0.18931 1.78885 -2.74942
S -3.44421 0.87720 -0.45569
Na 0.11135 -0.07334 0.01810
K 2.77815 0.31760 -1.23899
O 4.58125 -2.16523 3.56290
F 0.34233 -2.34062 3.60722
O -3.81011 1.86973 0.49732
S 1.59505 -1.82004 2.77456
O 0.81154 3.87712 -0.64115
O -2.40141 -0.05574 -0.10374
S 0.01990 -1.97741 -2.98369
F -0.91733 2.58088 0.29848
O -1.39297 0.45488 -3.91548
F 3.23953 0.90030 1.63431
N 1.23201 1.74697 0.79509
F 0.64405 -2.75360 -1.71876
O -5.21378 -1.37163 0.57273
S 2.47392 2.31321 1.64111
O 3.43191 3.05114 0.89177
S 3.89250 -2.67135 2.42291
S -5.66692 -0.27530 -0.21598
N 2.42069 -3.19796 2.74064
N -4.60876 0.26924 -1.33655
*
```

Properties
HOMO-LUMO gap: 8.0900 eV
F_max: 5.663 eV Å⁻¹
highest occupied orbital energy: -4.9 eV
relative energy (zero: lowest compared OMol25 entry of this formula, charge and spin): 0.0 kcal per mole
energy: -6169.767414 Ha

***

3.
The following is a quantum chemistry calculation of a cluster of 2 separate species, C4H12O3SSi in total at a distorted geometry, from the Open Molecules 2025 dataset.

Structure (ORCA input):
```
! wB97M-V def2-TZVPD RIJCOSX def2/J DEFGRID3
* xyz 0 1
H -0.05586 -0.79759 3.51356
H -1.46315 2.15947 -1.42194
H -2.66224 -0.33763 -1.86570
H 0.78262 2.17295 -1.18136
C -0.56247 -1.54217 2.95875
H -1.61865 -1.23019 2.94890
O 1.22936 -1.50861 -0.35754
C 1.70890 -1.43573 -1.69960
C 1.11272 2.38078 -0.21483
C -2.35483 0.35722 -1.10535
H 0.92081 3.42488 0.02235
Si 0.17296 -0.66733 0.50064
H 2.12697 2.22500 -0.19103
O -1.92431 1.41566 -1.87449
H -3.07483 0.43874 -0.30086
H 1.87445 -0.38669 -1.89599
O -0.09772 -1.77434 1.61302
H 2.63679 -1.96882 -1.64821
H 1.09941 -1.76135 -2.53191
H -0.41514 -2.52807 3.42270
S 0.56420 1.36381 1.30889
*
```

Properties
HOMO-LUMO gap (alpha / beta): 7.1657 / 7.6422 eV
F_max: 3.176 eV Å⁻¹
highest occupied orbital energy (alpha / beta): -6.6 / -7.4 eV
relative energy (zero: lowest compared OMol25 entry of this formula, charge and spin): 78.3 kcal per mole
energy: -1072.932576 Ha

***

4.
The following is a quantum chemistry calculation of a cluster of 2 separate species, C31H36BrCl2F14N2O6S2 in total at a distorted geometry, from the Open Molecules 2025 dataset.

Structure (ORCA input):
```
! wB97M-V def2-TZVPD RIJCOSX def2/J DEFGRID3
* xyz 1 1
H 1.39836 -4.16189 1.72472
C -1.41630 4.76474 -1.31968
H -2.26033 7.36319 -0.51329
C -0.41595 0.60630 -0.56557
H -2.33802 7.27480 -2.30212
F 3.47143 -4.15949 -1.59610
H -6.98662 -0.84769 1.37848
Br -0.64819 -5.61615 1.41103
O -0.89307 -0.65598 -3.89786
C 1.80204 -1.10228 -0.22327
O 0.63860 5.25701 2.87148
C -0.76914 6.12165 -1.41491
H -1.98916 4.69017 -0.39304
H -6.52790 -3.26484 2.26725
C 2.90925 -1.68368 -1.21590
C -2.67587 1.20140 1.80958
H -0.19745 4.95875 2.44014
O -0.83006 2.84100 1.06829
C -3.41123 -2.72970 0.26780
H 1.71554 -0.62683 1.94572
H 2.34904 4.31472 3.68834
C -1.30605 0.10909 -2.94812
H -2.10397 2.08941 -3.13660
F -5.57061 -5.51104 1.98668
H 3.76036 -3.31274 0.27845
H -1.42045 -2.39271 -1.59646
H 2.30877 -2.29485 1.49003
C -4.24137 -5.01627 1.67899
F -3.24515 0.93371 -1.26672
H 3.78365 0.24606 2.40816
C -0.57737 -1.63376 -1.40557
Cl -0.43846 -2.09989 1.45160
C -3.56003 -1.27563 -0.28602
H 1.32641 4.15134 0.64377
F -3.78591 -5.86287 0.61940
O -1.52761 1.38675 -5.98725
C 0.62868 -3.61584 -0.44928
H 0.16414 -1.89069 -2.23844
F 2.49916 -2.10248 -2.54175
H 3.95349 -1.46313 2.76912
H -2.47091 -3.30806 -0.02056
H 6.63566 0.40186 -0.65981
F 0.14020 2.41692 -4.81211
H 5.67919 -1.70154 0.72600
S -1.02495 1.31085 1.03372
C 3.82017 -0.76817 1.82625
C 5.28026 -0.76248 1.23165
H -1.07167 8.23062 -1.50601
H -0.46262 -3.98436 -0.66670
C -2.69833 -0.42105 -1.24224
C 2.40204 2.16847 1.25616
H 1.83915 2.61451 -0.77997
F 3.96811 -0.73215 -1.53904
C -4.42033 -3.49621 1.16877
C 3.78757 -2.96665 -0.79753
F 5.14988 -2.82636 -1.32176
F -3.50926 -5.14048 2.88524
C -4.96988 -0.64545 0.14629
F -2.52031 2.00436 3.03853
O 0.44087 6.23970 -1.47316
C -1.07115 1.66807 -4.84466
O -0.22392 0.89772 2.27849
S 5.82517 0.84690 0.38524
C 2.46134 -1.16587 1.22930
H -0.64231 3.99639 -1.31501
F -3.01814 -0.04761 2.45181
C -5.99470 -1.35694 1.06596
F -0.44146 1.86801 -1.34676
H 3.17308 1.43685 -0.64930
H 1.11569 -3.83043 -1.46284
C 0.41324 -2.00743 -0.15805
H 3.05067 -5.45087 0.62070
H -2.06734 4.60194 -2.18276
C 1.49820 4.08015 2.93444
C 0.98317 -4.57781 0.76039
H 3.01466 4.42278 1.32213
Cl 1.59248 0.73215 -2.49124
H 3.56234 2.21255 1.41594
C 1.22863 0.39109 -0.64279
H 5.98551 -0.69346 2.16513
F -3.32681 -0.94948 -2.48797
N -1.85780 1.25128 -3.66648
C -1.67553 7.32322 -1.43496
H -5.32192 0.40088 -0.19118
C 2.07313 3.77316 1.43753
H 2.10131 1.55351 2.17034
N -1.24493 -0.29279 -1.44629
F -3.77202 1.93064 1.29130
H 0.91327 3.14663 3.26082
H 1.94491 -6.09503 -0.73403
C -5.73486 -2.78917 1.60024
C 1.97835 -5.83174 0.37921
H 1.79528 -6.71230 1.08255
C 2.11498 1.64301 -0.19197
*
```

Properties
HOMO-LUMO gap: 5.9166 eV
F_max: 11.802 eV Å⁻¹
highest occupied orbital energy: -11.4 eV
energy: -7451.655694 Ha